(1)
The following is a quantum chemistry calculation of a molecular structure, C32H45AsFFeNO5Sb, from the OMol25 dataset.

Properties
- 2S+1 = 6
- DFT total energy (a.u.) = -5516.86350
- HOMO-LUMO gap (alpha / beta) (eV) = 6.9 / 5.0
- energy relative to the best compared isomer or geometry (same formula, charge and spin) (kcal per mole) = 0.6

Each line ends with the Mulliken charge.
Positions of all 87 atoms, in Å:
Fe: -0.6578 1.0224 0.2684  1.371
O: -5.1171 -0.0530 4.5400  -0.508
C: -4.2815 0.1704 3.7119  0.193
C: -4.1330 -0.5434 2.3596  0.001
O: -4.8546 -1.4039 1.9193  -0.558
C: -2.9411 0.0604 1.7099  -0.185
C: -2.3766 1.0965 2.5467  0.725
O: -1.3769 1.7401 2.1785  -0.718
C: -3.1712 1.2314 3.8048  0.128
O: -3.0028 2.0132 4.7026  -0.543
O: -2.4393 -0.2099 0.5944  0.202
C: 2.2759 -0.2045 -3.3522  -1.663
C: 2.6108 0.5371 -2.0573  0.939
C: 3.8870 1.3614 -2.2611  -1.501
C: 2.7481 -0.3933 -0.8639  1.556
C: 3.5597 -1.5182 -0.9703  -0.140
C: 3.7553 -2.3602 0.1094  -1.593
C: 3.1322 -2.0754 1.3112  -0.931
C: 2.3075 -0.9624 1.4678  0.698
C: 1.6740 -0.7854 2.8442  0.516
C: 1.7189 0.6121 3.4599  -1.632
C: 0.2545 -1.3542 2.8862  -1.235
C: 2.1095 -0.1236 0.3588  -1.860
N: 1.2788 1.0354 0.4432  2.635
C: 1.9746 2.2150 0.6700  0.669
C: 3.3291 2.2997 1.0247  -1.008
C: 3.9449 3.5214 1.2521  -0.736
C: 3.2462 4.7133 1.1397  -0.742
C: 1.9038 4.6694 0.7845  -0.893
C: 1.3263 3.4456 0.5625  -0.456
F: -0.0022 3.4100 0.1918  0.186
H: 2.0545 0.5113 -4.1459  0.440
H: 1.4151 -0.8608 -3.2356  0.151
H: 3.1161 -0.8118 -3.6930  0.432
H: 1.7922 1.2286 -1.8432  -0.123
H: 4.7329 0.7011 -2.4670  0.292
H: 4.1289 1.9625 -1.3856  0.297
H: 3.7713 2.0327 -3.1144  0.444
H: 4.0577 -1.7290 -1.9083  0.325
H: 4.3915 -3.2314 0.0171  0.359
H: 3.2928 -2.7261 2.1634  0.367
H: 2.2757 -1.4193 3.5029  0.602
H: 1.0241 1.3042 2.9865  0.051
H: 2.7190 1.0416 3.4073  0.339
H: 1.4433 0.5390 4.5139  0.532
H: -0.3990 -0.8389 2.1805  0.059
H: -0.1666 -1.2481 3.8886  0.566
H: 0.2401 -2.4115 2.6132  0.240
H: 3.9011 1.3869 1.1232  0.584
H: 4.9915 3.5349 1.5270  0.440
H: 3.7304 5.6620 1.3228  0.401
H: 1.3054 5.5639 0.6772  0.479
C: 0.9509 -5.0202 0.4618  -1.113
C: 0.7571 -4.2548 -0.8417  -0.899
Sb: -0.5802 -2.5834 -0.6236  -0.175
C: -0.8696 -2.2860 -2.7420  -1.469
C: -1.4255 -0.8991 -3.0370  -0.703
C: -2.3517 -3.7787 -0.3030  -0.957
C: -3.6226 -3.1340 -0.8477  -0.776
H: 1.6193 -5.8742 0.3332  0.396
H: 0.0036 -5.4051 0.8461  0.325
H: 1.3825 -4.3785 1.2321  0.150
H: 0.3448 -4.8999 -1.6210  0.591
H: 1.7045 -3.8575 -1.2063  0.488
H: -1.5377 -3.0634 -3.1173  0.725
H: 0.0977 -2.4483 -3.2202  0.702
H: -2.3907 -0.7653 -2.5431  0.085
H: -1.5685 -0.7224 -4.1064  0.515
H: -0.7571 -0.1139 -2.6648  0.012
H: -2.4479 -3.9591 0.7692  0.495
H: -2.1683 -4.7467 -0.7769  0.494
H: -3.8153 -2.1726 -0.3703  0.006
H: -4.4934 -3.7657 -0.6628  0.406
H: -3.5593 -2.9749 -1.9260  0.239
C: -3.6468 3.2900 0.1924  -1.365
As: -2.5070 2.3720 -1.0906  0.571
C: -2.0215 3.8514 -2.2530  -1.228
C: -3.8699 1.4925 -2.1623  -1.155
H: -4.3400 3.9482 -0.3304  0.519
H: -3.0303 3.8699 0.8772  0.350
H: -4.2189 2.5579 0.7624  0.335
H: -2.9158 4.3194 -2.6628  0.433
H: -1.3962 3.4848 -3.0656  0.342
H: -1.4542 4.5804 -1.6781  0.376
H: -4.6828 2.1895 -2.3638  0.481
H: -4.2523 0.6282 -1.6212  0.248
H: -3.4381 1.1597 -3.1041  0.360

---

(2)
The following is a quantum chemistry calculation of a molecular structure, C32H45AsN4NiOS, from the OMol25 dataset.

Properties
- 2S+1 = 3
- DFT total energy (a.u.) = -5682.99317
- HOMO-LUMO gap (alpha / beta) (eV) = 6.9 / 6.4

Each line ends with the Mulliken charge.
Positions of all 85 atoms, in Å:
Ni: 0.2207 0.5703 0.2549  0.203
C: 6.6729 2.4320 0.3566  -1.750
C: 5.1965 2.4507 0.6615  -0.120
C: 4.6125 3.5766 1.2201  -0.690
C: 3.2566 3.5683 1.5478  -0.111
C: 2.6066 4.7741 2.1726  -1.725
C: 2.5089 2.4464 1.2656  -0.054
C: 3.0385 1.2979 0.6201  0.193
C: 4.4291 1.3243 0.3845  -0.026
N: 2.1699 0.2861 0.2874  -0.522
C: 2.6225 -1.0386 -0.1365  2.653
C: 1.3758 -1.9244 -0.3130  -2.506
C: 1.7406 -3.3478 -0.7365  0.307
C: 2.4996 -3.3161 -2.0633  -1.538
C: 3.7512 -2.4540 -1.8978  0.391
C: 4.6532 -3.0574 -0.8161  -1.261
C: 3.8910 -3.1235 0.5111  0.387
C: 2.6306 -3.9745 0.3404  -1.426
C: 3.5048 -1.7039 0.9382  -0.681
C: 3.3470 -1.0302 -1.4983  -0.981
H: 7.1070 3.4260 0.4560  0.387
H: 6.8538 2.0738 -0.6581  0.349
H: 7.1967 1.7639 1.0442  0.321
H: 5.2146 4.4594 1.4072  0.336
H: 3.2925 5.2861 2.8480  0.423
H: 1.7142 4.4870 2.7301  0.265
H: 2.3033 5.4839 1.3995  0.313
H: 1.4544 2.4385 1.5023  0.574
H: 4.9443 0.4753 -0.0405  0.644
H: 0.7164 -1.4646 -1.0609  0.600
H: 0.8360 -1.9685 0.6400  -0.050
H: 0.8262 -3.9384 -0.8484  0.348
H: 1.8639 -2.9036 -2.8527  0.481
H: 2.7783 -4.3326 -2.3573  0.538
H: 4.2971 -2.4173 -2.8456  0.254
H: 5.5511 -2.4431 -0.6971  0.523
H: 4.9744 -4.0603 -1.1138  0.501
H: 4.5307 -3.5684 1.2798  0.302
H: 2.0880 -4.0323 1.2900  0.432
H: 2.9043 -4.9939 0.0521  0.525
H: 4.4031 -1.1128 1.1159  0.623
H: 2.9387 -1.7257 1.8768  -0.148
H: 2.6680 -0.6041 -2.2441  0.369
H: 4.2300 -0.3952 -1.4710  0.386
C: -0.1101 -1.6263 3.3407  -1.363
As: -0.2919 0.1613 2.5771  0.600
C: -2.1098 0.5027 3.2008  -1.273
C: 0.7366 1.2717 3.8583  -1.096
C: 0.5639 0.8865 5.2900  0.184
C: -0.4090 1.4873 6.0864  -0.173
C: -0.5670 1.1190 7.4140  -0.668
C: 0.2447 0.1415 7.9695  -0.509
C: 1.2171 -0.4649 7.1865  -0.679
C: 1.3736 -0.0953 5.8605  -0.251
H: -0.4096 -1.6115 4.3868  0.532
H: 0.9143 -1.9885 3.2646  0.243
H: -0.7623 -2.3021 2.7865  0.443
H: -2.1844 0.3093 4.2704  0.464
H: -2.7916 -0.1538 2.6632  0.436
H: -2.3860 1.5379 2.9974  0.334
H: 0.4049 2.2959 3.6815  0.397
H: 1.7803 1.2016 3.5480  0.552
H: -1.0366 2.2637 5.6632  0.450
H: -1.3212 1.6034 8.0214  0.390
H: 0.1281 -0.1402 9.0078  0.383
H: 1.8609 -1.2234 7.6135  0.407
H: 2.1435 -0.5604 5.2548  0.392
S: -2.0348 -0.4226 -0.4199  -0.387
C: -2.5567 0.9146 -1.3383  0.058
N: -3.3556 1.8341 -0.7939  -0.033
C: -3.7572 3.0520 -1.4912  -0.533
C: -3.9319 2.7225 -2.9653  -0.655
C: -2.6368 2.1202 -3.4831  -0.567
N: -2.2856 0.9822 -2.6406  -0.022
H: -3.4678 1.7796 0.2029  0.223
H: -3.0007 3.8310 -1.3651  0.249
H: -4.6949 3.4031 -1.0618  0.395
H: -4.1861 3.6188 -3.5276  0.372
H: -4.7398 1.9954 -3.0729  0.300
H: -1.8412 2.8685 -3.4720  0.306
H: -2.7543 1.7623 -4.5057  0.388
H: -1.5541 0.3669 -2.9527  0.241
O: -0.4765 4.6023 -1.2096  -0.699
C: -0.2768 3.4621 -0.8976  0.873
N: -0.1139 2.3274 -0.6047  -0.744

---

(3)
The following is a quantum chemistry calculation of a molecular structure, C32H45Br42O2S in a non-equilibrium geometry, from the OMol25 dataset.

Properties
- 2S+1 = 1
- DFT total energy (a.u.) = -109903.03064
- total charge = +1
- HOMO-LUMO gap (eV) = 7.1
- energy relative to the best compared isomer or geometry (same formula, charge and spin) (kcal per mole) = 0.0

Each line ends with the Mulliken charge.
Positions of all 122 atoms, in Å:
C: 4.7320 -2.8578 -0.4484  -1.444
C: 3.5037 -2.8208 -1.4453  2.618
C: 3.9229 -3.7710 -2.6380  -1.619
C: 2.2908 -3.4247 -0.6608  -0.732
C: 3.3629 -1.3271 -1.8629  -2.232
C: 2.0000 -0.8928 -2.4908  2.533
C: 1.3206 -1.9540 -3.4161  -1.705
C: 2.3311 0.3480 -3.4325  -1.535
C: 0.9871 -0.3357 -1.4476  -0.246
C: 1.1043 -0.5080 -0.0541  -0.313
C: 0.1313 0.0713 0.7870  -0.978
C: -0.9375 0.8380 0.2833  -0.614
O: -1.8732 1.4213 1.1248  -0.472
C: -1.3775 2.7070 1.5324  -0.069
C: -0.8134 2.6631 2.9885  -0.563
O: 0.5687 2.3126 3.0549  -0.357
C: 1.3683 3.4054 2.7096  -0.259
C: 2.8022 2.8546 2.3576  -0.007
S: 3.5024 3.7399 0.8981  0.004
C: -1.0726 1.0123 -1.1070  0.151
C: -0.1032 0.4230 -1.9554  -0.254
H: 4.4585 -2.3705 0.5107  0.405
H: 5.0849 -3.8833 -0.2521  0.142
H: 5.5955 -2.3047 -0.8795  0.356
H: 4.3711 -3.2069 -3.4769  0.281
H: 3.0831 -4.4100 -2.9692  0.427
H: 4.7282 -4.4351 -2.2650  0.383
H: 1.3120 -2.9920 -0.9085  0.228
H: 2.2382 -4.5023 -0.9365  -0.543
H: 2.4766 -3.4144 0.4309  0.157
H: 3.5217 -0.6945 -0.9604  0.111
H: 4.1743 -1.0479 -2.5602  0.548
H: 0.6251 -2.6163 -2.8674  0.278
H: 2.0211 -2.5116 -4.0567  0.394
H: 0.6668 -1.3874 -4.1133  0.470
H: 2.3927 1.2275 -2.7550  0.291
H: 3.2623 0.2079 -4.0023  0.478
H: 1.4980 0.5783 -4.1202  0.329
H: 1.9249 -1.0821 0.3824  0.569
H: 0.1574 -0.0504 1.8769  0.575
H: -2.1734 3.4759 1.4780  0.323
H: -0.5950 3.0322 0.8235  0.170
H: -1.0520 3.5989 3.5338  0.410
H: -1.3657 1.8631 3.5112  0.061
H: 0.9784 3.9845 1.8498  0.194
H: 1.5117 4.1187 3.5457  0.301
H: 3.4978 2.9519 3.2052  0.253
H: 2.7034 1.7842 2.0898  0.093
H: 3.6371 2.8730 -0.1457  0.156
H: 4.7689 4.0646 1.2804  0.239
H: -1.8924 1.6083 -1.5195  0.816
H: -0.2300 0.6122 -3.0386  -0.109
C: 5.6447 -5.1848 3.0124  -0.320
Br: 6.4047 -3.4237 2.8067  -0.025
Br: 3.7765 -5.1148 3.5055  -0.054
Br: 5.9300 -6.2555 1.4366  -0.063
H: 6.1709 -5.6675 3.8253  0.411
C: -5.8200 1.4232 0.7902  0.415
Br: -6.6105 2.2131 2.3625  0.047
Br: -6.5267 -0.3392 0.4597  0.050
Br: -5.9751 2.5760 -0.7529  -0.041
H: -4.7624 1.3030 0.9902  -0.416
C: -7.0959 -4.0954 -0.7109  -0.286
Br: -5.1894 -3.8631 -0.8949  0.043
Br: -7.7797 -5.4071 -1.9498  -0.036
Br: -7.5931 -4.4993 1.1111  -0.001
H: -7.5575 -3.1496 -0.9635  0.247
C: -1.6378 2.5289 -5.9860  -0.446
Br: -1.2345 2.1503 -4.1314  0.130
Br: -1.5719 0.9307 -7.0661  -0.038
Br: -3.3150 3.4625 -6.1709  0.049
H: -0.8630 3.1906 -6.3504  0.439
C: -2.1926 6.1543 -0.4917  -0.404
Br: -1.5578 4.7788 -1.6902  0.133
Br: -0.9750 6.4407 0.9870  -0.041
Br: -2.5725 7.7960 -1.4266  -0.028
H: -3.1266 5.8040 -0.0708  0.396
C: -6.5626 6.5863 -6.7080  -0.338
Br: -6.6538 4.6638 -6.5537  -0.039
Br: -5.3839 7.3508 -5.3828  0.000
Br: -6.0873 7.1370 -8.4943  -0.005
H: -7.5552 6.9684 -6.5099  0.356
C: -5.1623 0.4646 5.9870  -0.224
Br: -6.0809 2.1615 5.9536  -0.036
Br: -3.9162 0.2843 4.5228  0.026
Br: -4.3171 0.1435 7.6915  -0.041
H: -5.9147 -0.3031 5.8556  0.250
C: -2.4217 -7.2007 0.1014  0.033
Br: -1.0393 -5.9065 -0.2767  0.137
Br: -3.5875 -6.6200 1.5230  0.001
Br: -3.4126 -7.6565 -1.4914  -0.003
H: -1.9343 -8.1007 0.4398  -0.163
C: -3.3671 0.9474 -10.7214  -0.232
Br: -2.1646 2.1963 -11.5708  -0.007
Br: -4.6448 1.8452 -9.5883  0.035
Br: -4.2328 -0.2025 -12.0067  -0.019
H: -2.7666 0.3138 -10.0821  0.204
C: 2.1286 -9.0702 0.2148  -0.397
Br: 0.2873 -9.6275 0.3488  0.009
Br: 3.2238 -10.4400 -0.5878  -0.015
Br: 2.3249 -7.3772 -0.6976  0.084
H: 2.4884 -8.9276 1.2252  0.379
C: -10.0131 0.7712 7.0561  -0.332
Br: -9.3597 -0.5896 5.8500  -0.007
Br: -8.9177 0.9087 8.6418  0.001
Br: -10.2192 2.4752 6.1683  -0.005
H: -10.9984 0.4630 7.3792  0.340
C: 5.1849 -0.8312 6.1711  -0.355
Br: 4.5891 -2.6616 6.0770  0.016
Br: 4.8774 0.1033 4.5032  0.056
Br: 4.4096 0.1059 7.6666  -0.036
H: 6.2553 -0.8512 6.3291  0.365
C: 6.0204 4.0269 8.1773  -0.318
Br: 7.4893 2.7959 7.9489  -0.004
Br: 6.6337 5.8415 8.3994  -0.024
Br: 4.7340 3.8775 6.7423  -0.017
H: 5.5101 3.7488 9.0900  0.358
C: 7.1787 3.4237 -1.8412  -0.454
Br: 8.0214 5.0790 -2.3534  0.016
Br: 5.6510 3.7338 -0.6644  0.101
Br: 6.7008 2.3617 -3.3662  0.036
H: 7.9025 2.8587 -1.2670  0.422

---

(4)
The following is a quantum chemistry calculation of a molecular structure, C32H45CaCl3FGeN2O12SeSi in a non-equilibrium geometry, from the OMol25 dataset.

Properties
- 2S+1 = 2
- DFT total energy (a.u.) = -9185.07607
- total charge = -2
- HOMO-LUMO gap (alpha / beta) (eV) = 3.0 / 5.9
- energy relative to the best compared isomer or geometry (same formula, charge and spin) (kcal per mole) = 35.0

Each line ends with the Mulliken charge.
Positions of all 99 atoms, in Å:
Ca: 0.1375 -1.3477 0.4533  1.964
O: 2.3014 -0.7953 1.5941  -0.536
C: 2.7270 -1.6822 2.6349  0.404
C: 3.0109 -3.0097 2.0092  0.311
C: 4.1681 -3.7707 2.3082  -1.203
C: 4.3377 -4.9328 1.5575  -0.224
C: 3.4668 -5.2498 0.5155  -0.837
C: 2.3360 -4.5068 0.3471  -0.388
N: 2.0477 -3.4007 1.1342  0.519
H: 1.5767 -0.3145 2.0414  0.574
H: 1.9579 -1.8958 3.4280  -0.328
H: 3.6580 -1.3646 3.0368  0.468
H: 4.9728 -3.4446 2.9921  0.374
H: 5.1690 -5.6021 1.8141  0.346
H: 3.6670 -6.0206 -0.1910  0.438
H: 1.5998 -4.7678 -0.4189  0.405
C: -2.7055 5.7749 2.2588  -1.793
C: -1.4743 5.2545 3.0282  0.331
C: -0.2930 6.2727 3.0579  -0.964
C: 0.8077 5.8658 4.0416  -0.658
C: 0.8115 4.3733 4.3021  0.241
C: 1.7168 3.7029 5.1624  -1.013
C: 1.6575 2.3306 5.3644  0.382
F: 2.4380 1.8966 6.3621  -0.380
C: 0.9733 1.4475 4.5264  -0.858
C: 0.2816 2.0914 3.4684  0.314
C: -0.4240 1.2751 2.4774  0.242
O: 0.0265 0.0622 2.3445  -0.775
C: -1.4779 1.8141 1.6644  -0.102
C: -1.5792 3.1817 1.7326  -0.624
N: -1.0263 3.9279 2.7481  0.384
C: 0.0674 3.4777 3.5076  0.544
C: -2.3351 1.0315 0.7347  -0.077
O: -3.3390 1.5753 0.1893  -0.962
O: -1.9698 -0.1575 0.5401  -0.604
H: -2.9987 6.7333 2.7237  0.458
H: -3.4978 5.0192 2.3263  0.418
H: -2.4359 5.9267 1.1701  0.299
H: -1.7381 5.1435 4.0859  0.322
H: -0.6684 7.2385 3.3896  0.402
H: 0.0359 6.5416 2.0234  0.278
H: 0.5744 6.3864 4.9951  0.320
H: 1.8416 6.0984 3.7021  0.269
H: 2.3218 4.3050 5.8338  0.394
H: 0.7336 0.4426 4.7575  0.183
H: -2.1443 3.7101 0.9511  0.421
Cl: -1.3942 -4.9966 6.1913  -0.354
Ge: -1.2231 -3.2171 4.9180  0.948
Cl: -2.3239 -1.3898 5.3259  -0.267
Cl: 0.5615 -1.8395 5.9463  -0.511
O: -2.4692 -3.8127 3.4096  -0.621
Se: -1.1157 -4.2364 2.2498  1.213
O: -1.3259 -3.2098 0.9313  -0.359
O: 0.0082 -3.4165 3.3407  -0.292
O: -0.9256 -5.8134 2.0168  -0.617
C: 2.0240 -1.6434 -5.7820  -1.737
C: 1.9608 -1.0576 -4.3551  2.048
C: 2.5666 -1.9560 -3.3303  -1.682
C: 2.4636 0.3783 -4.3409  -1.390
O: 0.4956 -0.9400 -4.1351  -0.732
Si: -0.2316 -0.6980 -2.6782  -0.659
O: 0.7390 -0.4616 -1.4759  -0.892
O: -1.3671 0.4061 -3.0127  0.363
C: -1.4387 1.8071 -3.1488  2.034
C: -0.5280 2.5052 -2.2109  -1.329
C: -1.1336 2.2159 -4.5614  -1.582
C: -2.9431 2.1603 -2.8422  -1.621
O: -1.1346 -2.0044 -2.2335  0.957
C: -2.1373 -2.8573 -2.8795  1.943
C: -1.6636 -4.2962 -2.5389  -1.386
C: -3.4481 -2.6046 -2.2462  -1.328
C: -1.9277 -2.6018 -4.3582  -1.383
H: 3.0790 -1.7371 -6.0812  0.414
H: 1.4584 -1.0120 -6.4670  0.348
H: 1.4998 -2.6369 -5.9029  0.273
H: 3.5684 -2.2112 -3.5174  0.643
H: 1.9580 -2.8562 -3.1796  0.202
H: 2.6087 -1.4785 -2.3572  0.221
H: 3.6112 0.4581 -4.4440  0.333
H: 2.1865 0.8105 -3.3710  0.145
H: 2.1243 1.0006 -5.1472  0.356
H: 0.5513 2.6187 -2.4263  0.268
H: -0.4695 2.1406 -1.1689  0.114
H: -0.8152 3.5828 -2.1201  0.395
H: -0.1031 1.9778 -4.8361  0.084
H: -1.4511 3.2863 -4.6835  0.402
H: -1.6699 1.6006 -5.3203  0.254
H: -3.2141 1.8786 -1.8014  0.234
H: -3.5760 1.6264 -3.5811  0.288
H: -2.9890 3.2399 -2.9947  0.479
H: -1.5007 -4.3870 -1.3999  -0.062
H: -0.7189 -4.5627 -2.9530  0.409
H: -2.3805 -5.1145 -2.7145  0.371
H: -3.3586 -2.7665 -1.1789  0.151
H: -4.2780 -3.3095 -2.6440  0.260
H: -3.7922 -1.5449 -2.3526  0.211
H: -0.9387 -2.2855 -4.6793  0.097
H: -2.5992 -1.8058 -4.7320  0.268
H: -2.1938 -3.5706 -4.8716  0.396

---

Question: What is the 2S+1 in the first record?
Answer: 6

---

Question: Number 3 is which compound?
Answer: C32H45Br42O2S

---

Question: Look up the 2S+1 of the second one.
Answer: 3